ORCA calculation (ωB97M-V/def2-TZVPD) on C22H23BF7N7NiO2Se as an isolated structure.

```
64
Properties=species:S:1:pos:R:3:nbo_charge:R:1
Se -1.37293 -2.69002 0.18739 -0.483
Ni 0.30196 0.30615 0.19939 0.525
F -3.40172 -7.41415 1.38675 -0.303
F -3.38643 -3.25640 -2.09313 -0.302
F 2.26851 -1.20574 -1.45529 -0.589
F 1.58146 0.82207 -2.24395 -0.539
F -5.03032 -7.44328 -0.79781 -0.292
F -1.77656 -5.34689 1.84449 -0.326
F -4.99605 -5.34013 -2.52161 -0.294
O 4.58334 0.34405 0.89585 -0.595
O 2.66697 0.77922 -0.15226 -0.711
N 1.30682 -0.66907 1.71505 -0.851
N 3.29661 -4.18077 1.14821 -0.588
N -0.29068 1.95598 1.47074 -0.547
N 1.04912 -4.55748 1.52513 -0.806
N -2.50373 1.55514 0.85100 -0.571
N 1.75234 -3.85257 -0.54131 -0.786
N -1.23965 0.58927 -0.93701 -0.503
C -3.55224 1.13349 -1.22896 -0.278
C 3.50649 -1.49479 2.65488 -0.426
C 0.59656 2.53339 2.29322 0.056
C -2.56303 -5.29948 0.74354 0.283
C -2.38254 1.09294 -0.46576 0.390
C 0.23577 3.24450 3.41316 -0.296
C -3.39376 -6.38433 0.53146 0.300
C -3.35396 -4.26205 -1.21033 0.309
C -1.58249 2.10263 1.71884 0.410
C 3.41827 0.10303 0.69007 0.813
C -2.37322 0.06666 -2.99189 -0.273
C 2.03180 -4.20199 0.70905 0.679
C 2.70537 -1.03865 1.43604 -0.177
C -1.12682 3.35858 3.69708 -0.139
C -3.55077 0.60893 -2.49952 -0.132
C 3.05068 -2.82338 3.25476 -0.422
C -4.19738 -5.33195 -1.44958 0.268
C -4.22066 -6.40382 -0.57513 0.247
C -2.50351 -4.20394 -0.10909 -0.284
C 3.62680 -4.06458 2.56847 -0.222
C -1.25871 0.08326 -2.18720 0.113
C -2.04841 2.79332 2.85123 -0.282
B 1.71438 0.05620 -1.10972 0.981
H -3.11059 2.87859 3.04069 0.217
H -3.45929 1.73080 1.11027 0.400
H -0.32803 -0.33258 -2.53144 0.233
H 3.37856 -2.87833 4.29618 0.225
H 4.56256 -1.53320 2.38257 0.241
H 2.65029 -1.82868 0.69474 0.227
H 3.30566 -4.96995 3.08940 0.199
H 1.25313 -0.11456 2.56528 0.377
H -2.31455 -0.37579 -3.97496 0.231
H -4.44750 1.57156 -0.80715 0.211
H -1.46065 3.89793 4.57398 0.223
H 3.99105 -3.88602 0.48113 0.413
H 3.43982 -0.71268 3.41759 0.214
H 0.98665 3.69593 4.04466 0.229
H 0.76931 -3.61777 -0.71209 0.447
H 1.95855 -2.87446 3.29061 0.202
H 0.12059 -4.18794 1.32786 0.449
H 1.24976 -4.86987 2.45709 0.405
H 0.72200 -1.49386 1.84202 0.406
H 2.38320 -3.21772 -1.01590 0.430
H -4.45315 0.62286 -3.09612 0.223
H 4.71433 -4.05771 2.62793 0.224
H 1.63609 2.40600 2.00877 0.217
```

Its total charge is 0. The calculation puts the relative energy (zero: lowest compared OMol25 entry of this formula, charge and spin) at 75.05 kJ/mol. As for the gap between HOMO and LUMO (alpha / beta): 0.2552 / 0.2591 hartree. The calculation puts the HOMO energy (alpha / beta) at -0.2485 / -0.2525 Ha.